Density functional theory data (ωB97M-V/def2-TZVPD) for an isolated molecule of C20H31N3O5S at a distorted geometry.

Values from the calculation:
energy above the lowest of the compared OMol25 structures with the same formula, charge and spin = 1.280 eV
SMILES string = COc1ccc(CNC(=O)C2CCN(S(=O)(=O)N3CCCCC3)CC2)c(OC)c1
Kohn-Sham gap = 8.9 eV
multiplicity = 1
molecular weight = 425.551 g/mol
charge = 0
HOMO level = -8.32 eV

Last column: Löwdin charge in e.
Positions of all 60 atoms, in Å:
C (6.494336, 2.791825, 1.877878)  -0.0893
H (7.099666, 3.232058, 1.079094)  0.0953
O (6.174032, 1.449274, 1.602290)  -0.0818
C (5.436690, 1.175092, 0.490864)  -0.2722
C (5.146929, -0.176597, 0.292950)  0.0604
C (4.408477, -0.584535, -0.802140)  -0.2194
C (3.950452, 0.363025, -1.732689)  -0.1398
C (4.235856, 1.695543, -1.511874)  -0.0185
C (4.974442, 2.116298, -0.416721)  -0.0233
H (5.173772, 3.167229, -0.287965)  0.1013
H (3.871763, 2.429534, -2.214315)  0.1201
C (3.144646, -0.083213, -2.925652)  -0.1126
N (1.910568, -0.727321, -2.525418)  0.0767
C (0.728413, -0.072704, -2.491619)  -0.4625
O (0.561995, 1.023957, -2.978451)  0.0801
C (-0.380478, -0.878748, -1.813378)  -0.2336
C (-0.155713, -0.913014, -0.296762)  -0.1172
C (-1.267818, -1.731149, 0.360368)  -0.1892
N (-2.582948, -1.211658, 0.049572)  -0.2338
S (-3.067897, 0.096285, 0.966583)  0.6388
O (-2.737779, 1.354549, 0.369865)  -0.2580
O (-2.607942, -0.146388, 2.303420)  -0.2693
N (-4.711115, -0.118654, 0.796521)  -0.2398
C (-5.517546, 1.081235, 0.906222)  -0.1999
C (-5.753195, 1.476919, 2.362764)  -0.1745
C (-6.392565, 0.311170, 3.113874)  -0.1993
C (-5.491671, -0.917173, 3.007597)  -0.1824
C (-5.231977, -1.248896, 1.537912)  -0.1993
H (-4.492746, -2.044963, 1.443509)  0.1142
H (-6.160760, -1.562951, 1.048737)  0.1291
H (-5.952401, -1.776307, 3.498159)  0.1128
H (-4.534291, -0.709861, 3.486376)  0.0986
H (-6.543078, 0.575238, 4.162111)  0.1094
H (-7.370361, 0.089576, 2.676862)  0.1118
H (-6.391706, 2.360772, 2.405000)  0.1131
H (-4.789318, 1.718692, 2.814934)  0.1154
H (-4.982211, 1.864686, 0.369969)  0.1113
H (-6.471432, 0.885739, 0.403914)  0.1299
C (-2.838889, -1.058116, -1.368905)  -0.1861
C (-1.751205, -0.262335, -2.087652)  -0.1328
H (-1.755549, 0.765254, -1.723691)  0.1101
H (-1.949543, -0.246994, -3.159986)  0.1272
H (-2.920629, -2.064002, -1.797103)  0.1297
H (-3.803685, -0.557844, -1.453251)  0.1159
H (-1.230322, -2.770960, 0.014976)  0.1315
H (-1.175846, -1.709637, 1.446566)  0.1123
H (-0.192005, 0.105801, 0.094108)  0.1320
H (0.815080, -1.347006, -0.047920)  0.1148
H (-0.351090, -1.904619, -2.202941)  0.1518
H (2.024738, -1.586531, -2.011154)  0.1230
H (2.870581, 0.777373, -3.537857)  0.1215
H (3.724500, -0.793859, -3.523810)  0.1289
O (4.071080, -1.888149, -1.054311)  -0.1005
C (4.564737, -2.886518, -0.193976)  -0.0775
H (4.176496, -2.768952, 0.822727)  0.0978
H (4.214132, -3.831791, -0.606663)  0.0945
H (5.658213, -2.887931, -0.167105)  0.0989
H (5.519005, -0.871735, 1.026914)  0.1157
H (7.073661, 2.772930, 2.799667)  0.0923
H (5.594527, 3.396366, 2.028072)  0.0962

Cartesian forces (eV/Å) of the 2 atoms listed first:
0.0 0.2 0.0
0.0 0.0 0.0

---

Density functional theory data (ωB97M-V/def2-TZVPD) for a cluster of 7 separate species, C20H31NO14 in total at a distorted geometry.

Values from the calculation:
Kohn-Sham gap = 3.0 eV
multiplicity = 1
molecular weight = 509.461 g/mol
charge = -4
HOMO level = 3.83 eV

Last column: Löwdin charge in e.
Positions of all 66 atoms, in Å:
O (-0.123599, 0.893596, -0.787716)  0.1338
H (-0.061421, 1.897773, -0.878143)  0.1027
H (-0.015665, 0.634442, 0.192431)  0.1043
H (0.520934, 0.364594, -1.382592)  0.1139
C (4.654121, 1.550518, -2.385727)  -0.0196
C (3.295344, 1.152449, -2.170850)  -0.3739
C (2.940871, -0.370403, -2.257771)  -0.2970
O (1.780858, -0.780496, -1.955323)  -0.1085
C (3.915564, -1.276366, -2.760858)  -0.0248
C (5.164178, -0.831133, -3.138556)  -0.4037
C (5.589407, 0.619542, -2.878013)  -0.4159
O (6.786417, 0.984752, -3.042270)  -0.1118
O (5.990881, -1.632495, -3.677023)  -0.1042
O (2.381628, 1.937013, -1.903281)  -0.0025
H (4.899692, 2.561983, -2.101753)  0.0883
H (3.568337, -2.282921, -2.952237)  0.0902
C (2.038181, 2.068558, 2.034831)  -0.0136
C (2.079033, 0.693763, 1.949851)  -0.3554
C (3.344487, -0.013690, 2.329602)  -0.4083
O (3.491006, -1.277538, 2.279171)  -0.0816
C (4.443208, 0.741055, 2.744282)  -0.0474
C (4.534027, 2.166487, 2.751237)  -0.4034
C (3.150327, 2.895712, 2.441253)  -0.3546
O (3.105899, 4.092583, 2.733409)  -0.0422
O (5.615169, 2.762807, 2.785276)  -0.0698
O (0.964776, 0.079788, 1.688109)  -0.1389
H (1.114191, 2.567009, 1.765609)  0.0885
H (5.312183, 0.151940, 3.010168)  0.0802
C (-1.339882, 5.001698, -0.067700)  -0.1501
C (-1.530387, 4.066468, -1.319717)  -0.5415
O (-0.342431, 3.556163, -1.796275)  -0.3465
H (-2.292741, 5.379013, 0.336944)  0.0251
H (-0.716755, 5.857946, -0.341001)  0.0437
H (-0.825370, 4.499890, 0.755562)  0.0462
H (-1.930882, 4.735227, -2.103530)  0.0574
H (-2.137878, 3.228786, -0.924933)  0.0581
O (-0.704738, -1.739101, -2.826004)  -0.0875
H (0.271627, -1.787043, -2.869321)  0.0204
H (-0.956144, -2.479675, -2.266786)  0.0100
O (1.420216, -3.045360, 0.002206)  -0.0728
H (0.591299, -3.506782, -0.164163)  -0.0010
H (1.247160, -2.126495, -0.269725)  0.0119
C (-4.177275, -4.352202, 0.494530)  -0.1435
O (-3.101172, -4.010061, 1.341974)  -0.1827
C (-3.521563, -3.023586, 2.318370)  -0.2135
C (-2.249422, -2.261859, 2.695015)  -0.2175
N (-1.755309, -1.421902, 1.603196)  -0.0127
C (-2.586770, -0.253487, 1.404664)  -0.2110
C (-3.170149, -0.088860, 0.012470)  -0.1991
O (-4.245408, -1.008451, -0.241219)  -0.2183
C (-4.611337, -0.931674, -1.608648)  -0.1287
H (-4.203990, -3.685152, -0.374632)  0.0718
H (-5.163540, -4.226163, 0.954259)  0.0744
H (-4.078522, -5.363144, 0.093989)  0.0720
H (-3.925131, -3.625069, 3.138402)  0.1091
H (-4.250875, -2.309403, 1.931839)  0.0979
H (-1.493136, -2.971049, 3.031635)  0.1210
H (-2.521520, -1.713378, 3.614085)  0.1062
H (-0.883874, -1.062676, 1.983946)  0.0783
H (-1.904004, 0.592232, 1.538963)  0.1218
H (-3.368265, -0.210321, 2.174967)  0.1108
H (-2.334131, -0.227147, -0.675392)  0.1123
H (-3.585705, 0.918823, -0.083890)  0.1157
H (-4.675633, 0.122744, -1.887541)  0.0838
H (-5.552976, -1.451802, -1.793630)  0.0694
H (-3.873392, -1.428493, -2.246006)  0.0844

Cartesian forces (eV/Å) of the 2 atoms listed first:
-0.6 -0.5 1.0
0.4 0.7 -1.2

---

Density functional theory data (ωB97M-V/def2-TZVPD) for an isolated molecule of C20H31NO2 at a distorted geometry.

Values from the calculation:
energy above the lowest of the compared OMol25 structures with the same formula, charge and spin = 16.850 eV
SMILES string = C=CC(=O)NCCCc1cc(C(C)(C)C)c(O)c(C(C)(C)C)c1
Kohn-Sham gap = 8.7 eV
multiplicity = 1
molecular weight = 317.473 g/mol
charge = 0
HOMO level = -8.36 eV

Last column: Löwdin charge in e.
Positions of all 54 atoms, in Å:
C (-2.574953, 5.835385, -1.278620)  -0.0011
C (-1.977847, 4.774074, -1.064215)  -0.2102
C (-1.157171, 4.586377, 0.042470)  -0.3887
O (-0.811492, 5.419748, 0.928735)  -0.0008
N (-0.376114, 3.285811, 0.316536)  0.0052
H (-0.748354, 2.465541, -0.294049)  0.1148
C (0.293706, 2.764555, 1.574955)  -0.0208
C (1.855386, 2.789086, 0.807669)  -0.1196
H (2.439821, 2.373831, 1.655597)  0.0788
H (2.126664, 3.875906, 0.712531)  0.1169
C (1.870429, 1.830327, -0.468950)  -0.1777
C (1.371548, 0.478952, -0.362762)  -0.3677
C (1.932474, -0.230166, 0.776496)  0.1677
C (1.030320, -1.544126, 0.847106)  0.0179
C (0.154855, -1.847262, -0.044679)  -0.3701
C (-0.423988, -1.033675, -0.853401)  0.0368
C (0.350190, 0.325487, -0.934100)  -0.0491
H (-0.003172, 0.923818, -1.751679)  0.1028
C (-1.553226, -1.252218, -2.073415)  -0.5990
C (-1.974646, -0.214351, -2.819688)  -0.1295
H (-0.942471, 0.094294, -3.541830)  0.1786
H (-2.364207, 0.544886, -2.249883)  0.0630
H (-2.778838, -0.521155, -3.580769)  0.1337
C (-1.183630, -2.573840, -2.748249)  -0.0714
H (-1.784772, -2.825502, -3.785205)  0.1399
H (-0.234932, -2.080442, -3.492425)  0.1415
H (-0.586537, -3.293086, -2.149562)  0.0782
C (-2.885692, -1.711853, -1.307652)  -0.0447
H (-3.032976, -2.852581, -1.064647)  0.1232
H (-3.693856, -1.191891, -1.553191)  0.0201
H (-2.790659, -1.380533, -0.246842)  0.0950
O (-0.447597, -3.073212, 0.141377)  -0.0369
H (-1.375478, -3.101107, -0.395254)  0.1362
C (1.679433, -2.503915, 2.040172)  -0.5104
C (2.805807, -2.000253, 2.833131)  -0.0666
H (3.456749, -1.820262, 2.022376)  0.0749
H (2.609012, -1.034995, 3.180583)  0.0595
H (2.833267, -2.758560, 3.688830)  0.1339
C (1.988907, -3.859817, 1.281579)  -0.0378
H (1.079637, -4.451729, 0.760193)  0.1286
H (2.743751, -3.549245, 0.745817)  0.0023
H (2.200907, -4.694217, 2.187411)  0.1396
C (0.451564, -2.870125, 3.003187)  -0.0388
H (0.173852, -1.863298, 3.516447)  0.1181
H (0.791227, -3.566321, 3.651535)  0.0251
H (-0.406364, -3.077296, 2.444753)  0.0411
H (2.580966, 0.073128, 1.457485)  0.0405
H (3.108287, 1.976146, -0.378806)  0.1617
H (1.621928, 2.479886, -1.363764)  0.1237
H (0.141825, 3.418392, 2.160073)  -0.0095
H (0.019798, 1.856331, 1.656193)  0.0362
H (-2.102557, 3.768805, -1.738243)  0.1627
H (-3.146750, 6.120275, -2.325747)  0.1368
H (-2.354029, 6.715991, -0.565610)  0.1152

Cartesian forces (eV/Å) of the 2 atoms listed first:
-3.5 8.5 -3.1
1.1 -8.8 -2.8